# 1
C14H40CrCu5N2O17P3 | ωB97M-V/def2-TZVPD

Results
Net charge = -2
Maximum force = 7.8 eV Å⁻¹
Energy above the lowest of the compared OMol25 structures with the same formula, charge and spin = 3.253 eV
HOMO energy (spin up / spin down) = -0.0320 / -0.0364 Ha
Calculated total energy = -332451.9837 eV
<S²> = 6.010
2S+1 = 5

CARTESIAN COORDINATES (ANGSTROEM)
Cr  2.87  0.92  -0.21
Cu  0.51  2.76  0.36
Cu  1.48  -2.11  2.41
Cu  -0.78  -0.45  3.42
Cu  4.07  -0.19  2.62
Cu  1.72  1.37  3.52
P  4.13  2.38  1.51
O  3.75  2.07  2.98
O  4.54  1.13  0.81
O  5.25  3.48  1.55
O  2.75  2.67  0.75
P  0.81  0.01  1.03
O  2.26  -0.31  1.33
O  0.84  0.73  -0.35
O  0.22  1.16  1.94
O  -0.08  -1.25  1.20
P  1.35  -1.11  4.97
O  2.52  -0.87  4.05
O  1.77  -1.87  6.29
O  0.42  -2.15  4.26
O  0.64  0.22  5.09
C  -0.52  -5.85  0.32
C  -0.33  -4.50  0.99
O  -0.16  -3.48  -0.01
H  -1.27  -5.96  -0.46
H  -0.55  -6.59  1.12
H  0.37  -6.17  -0.22
H  0.45  -4.35  1.74
H  -1.36  -4.32  1.32
H  -0.28  -2.65  0.47
C  -2.53  -0.78  -2.87
C  -1.31  -1.36  -2.29
O  -0.20  -0.54  -2.51
H  -2.66  0.24  -2.50
H  -3.40  -1.39  -2.64
H  -2.34  -0.85  -3.94
H  -1.25  -2.39  -2.63
H  -1.23  -1.34  -1.20
H  0.05  -0.10  -1.69
C  -4.57  -1.72  2.59
C  -3.72  -1.40  1.32
O  -2.60  -0.61  1.79
H  -5.34  -2.46  2.37
H  -5.10  -0.83  2.94
H  -4.04  -2.20  3.40
H  -4.32  -0.92  0.55
H  -3.31  -2.31  0.89
H  -1.85  -0.74  1.20
C  5.60  0.72  -2.34
C  4.20  0.60  -2.95
C  3.40  -0.66  -2.68
O  3.44  -0.96  -1.29
C  3.11  -2.28  -1.02
N  3.46  1.64  -2.38
H  6.15  -0.09  -2.81
H  5.48  0.44  -1.30
H  6.08  1.70  -2.41
H  4.24  0.71  -4.04
H  3.85  -1.47  -3.25
H  2.39  -0.70  -3.10
H  3.57  -2.56  -0.08
H  3.49  -3.10  -1.64
H  2.03  -2.42  -0.89
H  2.71  1.76  -3.04
H  4.00  2.50  -2.37
C  -2.66  3.35  1.47
C  -2.39  3.23  -0.02
C  -3.66  3.50  -0.86
O  -3.47  3.36  -2.22
C  -4.67  3.55  -2.98
N  -1.36  4.25  -0.39
H  -3.33  2.54  1.76
H  -3.10  4.29  1.80
H  -1.74  3.28  2.05
H  -2.03  2.21  -0.19
H  -3.91  4.55  -0.68
H  -4.32  2.73  -0.46
H  -4.84  4.63  -3.08
H  -5.59  3.02  -2.75
H  -4.54  3.24  -4.02
H  -1.58  4.25  -1.37
H  -1.69  5.16  -0.06


# 2
C14H40O6 | ωB97M-V/def2-TZVPD

Results
Maximum force = 13.5 eV Å⁻¹
Energy above the lowest of the compared OMol25 structures with the same formula, charge and spin = 6.113 eV
HOMO energy = -0.3432 Ha
Calculated total energy = -27445.9918 eV

CARTESIAN COORDINATES (ANGSTROEM)
C  2.88  -1.27  2.02
O  2.47  -1.83  3.24
H  2.52  -2.03  1.28
H  3.94  -1.21  1.90
H  2.31  -0.33  1.88
H  3.01  -1.43  3.94
C  1.75  -0.05  -1.46
O  1.01  0.05  -0.32
H  1.40  -0.99  -1.88
H  2.82  0.04  -1.34
H  1.44  0.68  -2.22
H  0.14  0.26  -0.63
C  2.83  4.47  0.99
C  2.55  3.07  0.44
C  3.51  2.00  1.08
O  1.40  2.62  0.64
H  3.89  4.79  0.91
H  2.53  4.51  2.03
H  2.29  5.11  0.33
H  2.85  3.08  -0.65
H  4.56  2.33  0.91
H  3.60  1.10  0.49
H  3.39  1.76  2.13
H  1.46  1.72  0.29
C  -2.16  -0.88  1.21
C  -1.92  0.23  2.28
C  -0.44  0.29  2.63
O  -2.32  1.36  1.91
H  -1.47  -0.84  0.41
H  -3.07  -0.64  0.63
H  -2.40  -1.83  1.58
H  -2.51  -0.08  3.15
H  -0.27  0.81  3.56
H  0.13  0.83  1.87
H  0.02  -0.60  2.86
H  -2.19  1.46  0.92
C  -0.18  -3.34  -0.02
C  -1.42  -3.45  -0.93
C  -0.98  -3.24  -2.37
O  -1.96  -4.53  -0.89
H  -0.37  -3.32  1.05
H  0.26  -2.38  -0.29
H  0.51  -4.15  -0.27
H  -2.19  -2.74  -0.59
H  -1.79  -3.13  -3.09
H  -0.39  -4.06  -2.81
H  -0.40  -2.34  -2.55
H  -2.79  -4.58  -1.33
C  -3.62  1.40  -1.47
C  -2.35  0.63  -1.72
C  -1.88  0.79  -3.16
O  -1.44  1.08  -0.98
H  -3.97  1.39  -0.48
H  -4.44  0.95  -2.04
H  -3.45  2.36  -1.83
H  -2.55  -0.43  -1.64
H  -0.93  0.26  -3.28
H  -1.70  1.83  -3.31
H  -2.62  0.43  -3.89
H  -1.29  2.04  -1.08